# 1
C9H14CaN2O5 as an isolated structure in a non-equilibrium geometry, computed with ωB97M-V with the def2-TZVPD basis set.

Results
- HOMO level (eV) = -9.053
- charge = 0
- Kohn-Sham gap (eV) = 9.23
- energy relative to the best compared isomer or geometry (same formula, charge and spin) (kcal per mole) = 43.7
- LUMO level (eV) = 0.2

Geometry (Å):
1 N 0.364 -2.145 -0.292
2 H 1.481 -2.358 -2.054
3 H 0.933 4.201 -3.182
4 C -1.999 -1.661 0.138
5 C 0.958 2.846 -0.828
6 H 0.115 -3.490 -1.938
7 C -0.856 -2.658 0.330
8 C -0.406 -1.466 -2.543
9 H 2.526 4.153 -0.548
10 O -1.232 -1.886 -3.339
11 C 1.629 -2.458 0.389
12 H 2.742 2.998 -1.862
13 H 1.998 -3.457 0.147
14 H -2.878 -1.991 0.696
15 O -1.552 -0.387 0.644
16 O -0.169 -0.234 -2.257
17 O 2.224 -0.167 0.166
18 C 0.445 -2.470 -1.729
19 H -0.688 -2.773 1.402
20 H -1.159 -3.625 -0.087
21 H -2.263 -1.581 -0.918
22 C 2.645 -1.364 -0.058
23 H -2.187 0.289 0.369
24 H 0.815 5.400 -1.885
25 H 1.501 -2.367 1.469
26 C 2.021 3.661 -1.381
27 O 3.691 -1.692 -0.591
28 H 2.311 5.246 -2.810
29 Ca 0.352 0.045 -0.382
30 C 1.479 4.693 -2.380
31 N 0.080 2.258 -0.379

How is the electron density shared among the atoms? According to natural (NBO), the charges in e are:
1 N -0.539
2 H 0.242
3 H 0.227
4 C -0.099
5 C 0.430
6 H 0.207
7 C -0.240
8 C 0.751
9 H 0.261
10 O -0.650
11 C -0.334
12 H 0.273
13 H 0.203
14 H 0.190
15 O -0.783
16 O -0.906
17 O -0.914
18 C -0.366
19 H 0.210
20 H 0.206
21 H 0.210
22 C 0.750
23 H 0.500
24 H 0.218
25 H 0.209
26 C -0.526
27 O -0.637
28 H 0.226
29 Ca 1.757
30 C -0.587
31 N -0.491

---

# 2
An isolated ion of composition C15H13N2O7S and charge -1 in a non-equilibrium geometry, computed with ωB97M-V with the def2-TZVPD basis set.

Results
- HOMO level (eV) = -3.936
- charge = -1
- Kohn-Sham gap (eV) = 6.21
- LUMO level (eV) = 2.3

Geometry (Å):
1 O -2.195 0.498 -1.249
2 O 1.372 -2.062 0.331
3 N -1.757 -0.280 -2.142
4 C 0.921 4.550 2.185
5 C -0.562 -3.729 0.887
6 C -1.377 3.845 1.901
7 C 1.349 3.232 1.995
8 C -0.355 -0.421 -2.202
9 H -0.784 5.888 2.320
10 H -1.036 0.201 0.509
11 H 0.133 -3.970 1.696
12 H -2.312 -4.157 2.036
13 N 2.802 -1.249 -3.856
14 C 0.418 0.249 -1.204
15 H -0.071 -3.993 -0.053
16 C 0.306 -1.545 0.626
17 O 3.927 -0.842 -3.451
18 C -1.898 -4.409 1.052
19 C 0.944 0.809 1.410
20 O 2.652 -1.961 -4.873
21 C 1.711 -0.813 -3.057
22 O -2.493 -0.894 -2.940
23 O 2.122 0.569 1.722
24 C 0.415 2.202 1.736
25 C -0.449 4.861 2.150
26 H -2.443 4.071 1.879
27 C 0.016 -0.067 0.615
28 C -0.951 2.533 1.667
29 H 0.016 1.122 -0.667
30 S 2.057 0.247 -1.666
31 H 2.415 2.992 1.968
32 H -0.052 -1.695 -4.004
33 O -0.787 -2.292 0.940
34 H -1.768 -5.495 0.953
35 H 1.660 5.331 2.359
36 C 0.358 -1.053 -3.237
37 H -1.678 1.785 1.356
38 H -2.626 -4.059 0.308

How is the electron density shared among the atoms? According to natural (NBO), the charges in e are:
1 O -0.498
2 O -0.614
3 N 0.503
4 C -0.228
5 C -0.072
6 C -0.242
7 C -0.162
8 C -0.116
9 H 0.207
10 H 0.271
11 H 0.180
12 H 0.205
13 N 0.481
14 C -0.353
15 H 0.197
16 C 0.798
17 O -0.448
18 C -0.626
19 C 0.531
20 O -0.441
21 C -0.166
22 O -0.461
23 O -0.557
24 C -0.158
25 C -0.207
26 H 0.210
27 C -0.508
28 C -0.128
29 H 0.272
30 S 0.436
31 H 0.237
32 H 0.257
33 O -0.527
34 H 0.206
35 H 0.208
36 C -0.126
37 H 0.217
38 H 0.220

---

# 3
A 11-piece molecular cluster, C6H35N2O10 overall in a non-equilibrium geometry, computed with ωB97M-V with the def2-TZVPD basis set.

Results
- HOMO level (eV) = -12.227
- charge = +1
- Kohn-Sham gap (eV) = 9.72
- energy relative to the best compared isomer or geometry (same formula, charge and spin) (kcal per mole) = 68.0
- LUMO level (eV) = -2.5

Geometry (Å):
1 C -0.861 -1.036 -1.908
2 O -1.481 -2.101 1.516
3 H -1.481 0.596 4.429
4 H 2.308 -1.651 -1.483
5 H 0.793 0.457 -2.878
6 H -1.707 -2.950 1.713
7 O -1.333 -0.116 3.865
8 N 0.139 -1.916 -1.259
9 H 2.505 -2.422 1.895
10 H -0.209 3.045 0.053
11 H -0.440 0.223 3.642
12 H -1.207 -3.391 -0.505
13 C 0.393 2.172 -0.332
14 H -0.419 1.615 -3.304
15 H -0.757 -3.538 -2.303
16 C -0.443 -3.296 -1.242
17 O 2.854 0.307 0.318
18 H -3.178 1.732 2.206
19 H 3.562 0.385 0.889
20 H 1.054 -2.300 1.644
21 O -3.572 -0.358 0.212
22 O -2.267 1.557 2.026
23 H 0.233 3.438 -2.233
24 H -1.089 2.926 2.125
25 N 0.073 1.252 -2.481
26 H 2.465 -0.550 0.478
27 H -1.927 0.833 -1.821
28 H 1.658 -0.899 -4.319
29 H 1.861 2.689 -2.043
30 C 0.662 2.445 -1.832
31 H -0.635 -0.924 -3.023
32 H -0.148 0.104 0.304
33 H -2.873 -1.097 0.215
34 H -1.897 -1.475 -1.815
35 H 3.453 -0.623 -1.212
36 H 1.054 1.700 2.242
37 O -0.218 3.181 2.471
38 O 1.011 0.798 2.741
39 H 0.499 -1.516 -0.309
40 H -2.024 0.844 2.630
41 H 0.442 -3.920 -0.909
42 O 1.730 -0.091 -3.730
43 C -0.638 0.955 -0.224
44 H -0.344 4.068 2.753
45 H 2.134 -0.560 -3.074
46 H -3.123 0.096 0.887
47 O 1.941 -2.086 1.199
48 H -1.870 -1.416 2.269
49 H -1.619 1.236 0.312
50 H 1.596 0.205 2.248
51 O 3.055 -1.198 -1.856
52 C -0.902 0.526 -1.571
53 H 1.189 2.046 0.387

How is the electron density shared among the atoms? According to natural (NBO), the charges in e are:
1 C -0.228
2 O -0.996
3 H 0.481
4 H 0.492
5 H 0.470
6 H 0.480
7 O -0.964
8 N -0.707
9 H 0.498
10 H 0.231
11 H 0.517
12 H 0.184
13 C -0.433
14 H 0.423
15 H 0.216
16 C -0.412
17 O -0.969
18 H 0.490
19 H 0.478
20 H 0.511
21 O -0.936
22 O -0.983
23 H 0.230
24 H 0.498
25 N -0.581
26 H 0.492
27 H 0.233
28 H 0.504
29 H 0.248
30 C -0.251
31 H 0.181
32 H 0.199
33 H 0.474
34 H 0.212
35 H 0.502
36 H 0.522
37 O -0.982
38 O -0.993
39 H 0.380
40 H 0.495
41 H 0.213
42 O -0.905
43 C -0.472
44 H 0.481
45 H 0.500
46 H 0.453
47 O -0.978
48 H 0.522
49 H 0.288
50 H 0.480
51 O -0.976
52 C -0.050
53 H 0.237

---

# 4
One molecule with the formula C4H4FNOS in a non-equilibrium geometry, computed with ωB97M-V with the def2-TZVPD basis set.

Results
- SMILES = Cc1oc(S)nc1F
- HOMO level (eV) = -8.752
- charge = 0
- Kohn-Sham gap (eV) = 9.13
- energy relative to the best compared isomer or geometry (same formula, charge and spin) (kcal per mole) = 48.0
- LUMO level (eV) = 0.4

Geometry (Å):
1 H 2.249 2.391 -2.462
2 C 0.394 1.162 -1.148
3 C 0.523 -0.850 -0.494
4 S 1.015 2.786 -1.784
5 C -1.158 -0.870 1.498
6 F 0.563 -2.212 -0.230
7 H -2.222 -0.861 1.605
8 H -0.721 -1.967 1.780
9 C -0.430 -0.261 0.289
10 O -0.409 1.069 -0.113
11 N 1.067 0.061 -1.315
12 H -0.870 -0.448 2.374

How is the electron density shared among the atoms? According to natural (NBO), the charges in e are:
1 H 0.194
2 C 0.391
3 C 0.464
4 S -0.029
5 C -0.662
6 F -0.316
7 H 0.232
8 H 0.252
9 C 0.173
10 O -0.403
11 N -0.521
12 H 0.225

---

# 5
A 2-piece molecular cluster, C3H2ClNO overall in a non-equilibrium geometry, computed with ωB97M-V with the def2-TZVPD basis set.

Results
- SMILES = [O-][N+]#CCl.C#C
- HOMO level (eV) = -9.730
- charge = 0
- Kohn-Sham gap (eV) = 10.08
- energy relative to the best compared isomer or geometry (same formula, charge and spin) (kcal per mole) = 123.0
- LUMO level (eV) = 0.3

Geometry (Å):
1 C -3.501 -0.627 -0.105
2 O -2.062 -2.494 -0.126
3 C 0.125 0.271 0.549
4 N -2.733 -1.497 -0.059
5 C 0.818 0.697 -0.295
6 H -0.525 -0.046 1.431
7 H 1.581 1.076 -1.001
8 Cl -4.083 0.836 0.019

How is the electron density shared among the atoms? According to natural (NBO), the charges in e are:
1 C 0.021
2 O -0.399
3 C -0.252
4 N 0.203
5 C -0.248
6 H 0.252
7 H 0.247
8 Cl 0.176

---

# 6
C2H4I2S as an isolated structure in a non-equilibrium geometry, computed with ωB97M-V with the def2-TZVPD basis set.

Results
- HOMO level (eV) = -9.206
- charge = 0
- Kohn-Sham gap (eV) = 8.49
- energy relative to the best compared isomer or geometry (same formula, charge and spin) (kcal per mole) = 15.6
- LUMO level (eV) = -0.7

Geometry (Å):
1 H -1.879 0.835 1.375
2 I 0.062 -2.050 1.390
3 S -1.868 0.325 0.021
4 C -0.332 -0.578 -0.114
5 C 0.916 0.639 -0.097
6 H 0.814 1.157 -1.021
7 H 0.909 1.252 0.747
8 H 1.791 -0.134 -0.099
9 I -0.414 -1.447 -2.202

How is the electron density shared among the atoms? According to natural (NBO), the charges in e are:
1 H 0.142
2 I 0.191
3 S -0.002
4 C -0.539
5 C -0.601
6 H 0.219
7 H 0.214
8 H 0.213
9 I 0.163